Entry 1:
Formula: C75H208N8O25
Source: OMol25
Level of theory: ωB97M-V with the def2-TZVPD basis set

```
316
Properties=species:S:1:pos:R:3
C 1.63140 -3.91978 8.15261
C 1.18561 -4.26723 6.78850
O 1.27223 -3.21602 5.81373
H 2.60328 -3.37459 8.15487
H 1.61215 -4.78535 8.72522
H 0.90524 -3.23201 8.59466
H 0.11074 -4.60561 6.76134
H 1.76088 -5.15526 6.40486
H 2.17478 -2.95153 5.71820
C -2.60268 -3.36706 -6.32338
C -3.49391 -2.62937 -5.34315
O -3.99882 -3.68936 -4.50222
H -1.92729 -4.01497 -5.77293
H -1.98956 -2.70884 -6.95438
H -3.16976 -4.02910 -6.91482
H -4.35418 -2.20162 -5.85206
H -2.96299 -1.88785 -4.74889
H -4.69775 -3.38682 -3.85194
C -5.31224 -0.43444 6.78126
C -3.95746 0.28847 6.84697
O -3.53955 0.83655 5.63186
H -5.76265 -0.70199 7.73280
H -5.33649 -1.33389 6.29195
H -6.00598 0.16001 6.24279
H -3.21792 -0.43385 7.21238
H -3.88214 0.98900 7.64331
H -2.71593 1.31680 5.69298
C -2.75204 1.47506 -7.47720
C -1.24739 1.54106 -7.64564
O -0.83435 0.20635 -7.80403
H -3.16302 0.90484 -8.36096
H -3.16363 2.52066 -7.38712
H -2.92952 0.98418 -6.49951
H -0.77009 2.01485 -6.74969
H -0.98892 2.11344 -8.53676
H 0.04524 -0.00768 -7.49968
C -1.84591 5.83440 -1.67720
C -2.06793 4.98715 -2.90047
O -1.50715 3.67916 -2.56415
H -0.77520 5.84034 -1.48214
H -2.46964 5.45524 -0.82566
H -2.13652 6.86568 -1.76030
H -1.51361 5.44823 -3.76753
H -3.10335 4.84841 -3.16972
H -1.86039 2.98481 -3.18517
C 0.90534 0.92791 -3.35741
C 1.76114 2.16518 -3.56295
O 1.26423 3.30768 -2.97787
H 0.97665 0.52332 -2.37210
H 1.15469 0.11748 -4.08678
H -0.18900 1.14598 -3.61064
H 1.84936 2.40384 -4.66311
H 2.77185 2.07840 -3.10774
H 0.27150 3.37147 -3.02473
C -4.21954 0.41162 -3.04497
C -4.54550 1.41191 -4.11945
O -3.48449 2.33097 -4.23748
H -3.26833 -0.09544 -3.14462
H -5.00189 -0.34454 -3.03520
H -4.07187 1.00656 -2.10945
H -5.38407 1.98806 -3.79721
H -4.80407 1.02831 -5.09735
H -2.85484 2.07439 -4.93384
C -3.02324 -5.39673 -0.82391
C -2.35631 -4.03693 -1.24667
O -2.04387 -3.96441 -2.62639
H -2.74029 -6.26815 -1.44544
H -4.07190 -5.28963 -0.96532
H -2.90340 -5.54021 0.26972
H -1.45073 -4.03380 -0.64238
H -2.93903 -3.18588 -0.90275
H -2.83473 -4.05397 -3.15732
C 4.80853 2.40077 6.78304
C 4.47582 2.40496 5.34767
C 5.61944 3.11208 4.54574
O 5.99730 4.38154 4.97841
C 5.25932 5.48396 4.59238
N 4.28947 0.99915 4.89781
H 4.60724 3.32765 7.33820
H 5.76463 1.98685 6.96327
H 4.01486 1.77361 7.27634
H 3.58622 2.96228 5.11618
H 5.26941 3.14903 3.50799
H 6.54029 2.44455 4.59360
H 5.91647 6.34108 4.34310
H 4.66094 5.93662 5.38872
H 4.64320 5.34835 3.68650
H 3.39954 0.67083 5.26549
H 4.28026 0.92211 3.88239
C -8.58083 -2.69436 2.77282
C -8.34988 -1.14806 2.70293
C -6.95364 -0.81785 2.20437
O -6.56447 -1.42008 1.00091
C -5.32314 -0.90074 0.67263
N -9.34919 -0.49474 1.80280
H -8.43015 -3.21104 1.77399
H -9.60485 -2.91060 3.12104
H -8.01005 -3.33522 3.42101
H -8.46883 -0.58795 3.63577
H -6.20984 -1.07995 2.99634
H -6.98663 0.33656 2.06108
H -5.44948 -0.00335 0.01609
H -4.77671 -1.65509 0.07758
H -4.73895 -0.58998 1.52876
H -9.17480 -0.89030 0.82373
H -10.34677 -0.63679 1.98731
C 9.05554 -4.40800 -3.71576
C 8.96365 -3.18675 -2.83237
C 8.13170 -3.33035 -1.58914
O 6.78764 -3.66462 -1.91545
C 6.06648 -4.03938 -0.76518
N 10.24459 -2.84533 -2.34298
H 8.09691 -4.68966 -4.12664
H 9.55305 -5.24530 -3.23106
H 9.69615 -4.15933 -4.52232
H 8.53550 -2.29507 -3.40005
H 8.17399 -2.39932 -1.01868
H 8.58558 -4.09786 -0.99897
H 5.04360 -4.41030 -1.12404
H 5.84769 -3.12940 -0.15265
H 6.55316 -4.87762 -0.20501
H 10.92604 -2.72663 -3.09658
H 10.19133 -2.03075 -1.79490
C -8.72826 4.38873 1.27677
C -9.06162 3.88740 -0.07102
C -7.81703 3.78915 -0.93972
O -6.93363 4.92365 -0.73016
C -5.75932 4.75386 -1.51489
N -9.74657 2.59455 -0.13306
H -8.16635 3.57431 1.73299
H -9.59860 4.52666 1.94308
H -7.97367 5.17581 1.29885
H -9.78047 4.60393 -0.58811
H -8.06132 3.82765 -2.02750
H -7.23465 2.85830 -0.80776
H -6.00357 4.87216 -2.64115
H -5.33417 3.77236 -1.40414
H -5.06917 5.57847 -1.30256
H -9.32786 1.88112 0.40987
H -10.71968 2.72878 0.07020
C 3.26087 1.86803 -9.97122
C 2.20062 1.33630 -8.89642
C 2.77833 0.14546 -8.23649
O 1.98546 -0.19909 -7.08174
C 2.19523 -1.39843 -6.49902
N 2.01951 2.34839 -7.91012
H 3.41844 1.05706 -10.76376
H 4.19561 1.99614 -9.53826
H 2.92193 2.81201 -10.40867
H 1.31546 0.99190 -9.43698
H 3.82517 0.24646 -7.86971
H 2.65531 -0.76422 -8.90483
H 1.89948 -2.26382 -7.04945
H 1.77362 -1.37037 -5.48967
H 3.28906 -1.53832 -6.35959
H 1.47845 2.00119 -7.14275
H 1.61364 3.21635 -8.26011
C 1.19162 2.77164 2.19961
C 1.03735 4.13533 2.85608
C 0.49796 5.12098 1.82796
O 0.32045 6.35277 2.51422
C -0.30148 7.32002 1.73147
N 0.06601 4.01536 3.91966
H 1.62556 2.11284 2.97765
H 1.97222 2.86228 1.41994
H 0.28171 2.30110 1.78509
H 1.94357 4.44547 3.33316
H -0.43371 4.69689 1.52200
H 1.08821 5.30603 0.86306
H -1.40366 7.14951 1.57136
H 0.16259 7.57541 0.78620
H -0.21376 8.17438 2.42936
H -0.76539 3.54308 3.62419
H -0.18608 4.90455 4.22865
C -1.56830 -0.30248 -0.86358
C -0.58853 -0.70112 0.30934
C 0.86368 -0.47964 -0.14766
O 1.79461 -0.96377 0.85587
C 3.03904 -0.95373 0.17705
N -0.87633 -0.04375 1.52675
H -2.59730 -0.35810 -0.50735
H -1.50918 -0.95792 -1.80069
H -1.38038 0.71325 -1.12339
H -0.62773 -1.82956 0.30426
H 1.00113 0.62131 -0.29017
H 0.92653 -1.07488 -1.13317
H 3.83100 -1.38246 0.78324
H 3.33648 0.04370 -0.14514
H 2.97849 -1.52521 -0.75830
H -1.55875 -0.46805 2.11552
H 0.00959 -0.11719 2.06956
C -8.29278 -4.28211 -2.58877
C -7.49153 -3.02457 -2.85361
C -8.05899 -1.77642 -2.24753
O -7.24903 -0.68743 -2.54424
C -7.87180 0.54217 -2.20670
N -6.06811 -3.13090 -2.52285
H -7.80046 -5.06861 -3.15993
H -9.29371 -4.01938 -2.97529
H -8.32723 -4.60638 -1.51477
H -7.61216 -2.81857 -3.95455
H -8.21896 -1.69049 -1.15412
H -9.02998 -1.71639 -2.86319
H -7.07979 1.32759 -2.29741
H -8.40732 0.44395 -1.26410
H -8.65477 0.88067 -2.97832
H -5.55461 -2.22744 -2.36537
H -5.94953 -3.62893 -1.65223
C -0.15443 0.51105 4.93823
C 0.25871 1.30895 6.27790
C 0.94025 0.44006 7.28009
O 1.21106 2.34612 6.09716
H -0.58203 -0.42210 5.34552
H 0.77274 0.19338 4.41450
H -0.81034 0.99741 4.23310
H -0.73885 1.69148 6.59518
H 1.29571 1.02405 8.11301
H 1.79219 -0.07283 6.85183
H 0.32711 -0.36507 7.73648
H 0.96186 2.93548 5.35682
C -4.42836 2.09708 1.45071
C -3.45087 3.30635 1.83445
C -4.04380 4.53800 2.42251
O -2.46285 2.81980 2.80496
H -4.89319 1.73107 2.43173
H -3.90015 1.28950 0.97567
H -5.22092 2.50407 0.76028
H -2.89954 3.48539 0.90476
H -4.76536 5.03712 1.82315
H -3.20723 5.20616 2.68648
H -4.61429 4.27404 3.36213
H -2.20723 1.90186 2.55573
C 3.78676 2.65094 -0.88912
C 4.29259 3.89568 -1.43153
C 3.91228 5.08864 -0.63017
O 5.75350 3.76845 -1.49268
H 4.09022 2.52853 0.17965
H 4.17175 1.78981 -1.42273
H 2.72535 2.66035 -0.91507
H 3.91723 4.07206 -2.50380
H 2.83014 5.25191 -0.52857
H 4.40219 6.01114 -1.04792
H 4.28153 5.04051 0.40258
H 5.99609 4.57010 -1.98950
C 7.11889 1.13610 1.93053
C 8.09340 0.19191 1.20838
C 8.70568 -0.93844 2.03832
O 7.37371 -0.29031 0.06789
H 7.45605 1.45083 2.88525
H 6.17172 0.63266 2.00851
H 6.96618 2.03773 1.39724
H 8.89889 0.82642 0.84057
H 9.27325 -1.54033 1.30555
H 7.83916 -1.49327 2.44835
H 9.18999 -0.52260 2.92200
H 7.39648 0.52818 -0.47975
C 5.42979 -3.91452 5.32558
C 5.58574 -2.46260 4.75957
C 5.01220 -2.30571 3.31090
O 4.92495 -1.64360 5.67830
H 6.16098 -4.10896 6.10090
H 5.54613 -4.56883 4.45146
H 4.40520 -3.94128 5.62541
H 6.66685 -2.22873 4.63304
H 3.92417 -2.06075 3.43851
H 5.12449 -3.16196 2.60882
H 5.50271 -1.53953 2.71137
H 5.04550 -0.74761 5.37575
C 0.47622 -4.08642 1.63589
C 1.23799 -5.26795 2.16529
C 2.76690 -5.16362 1.80009
O 0.97520 -5.35884 3.61649
H 0.78849 -3.27567 2.26273
H -0.58163 -4.22501 1.75611
H 0.78119 -3.72267 0.62577
H 0.89299 -6.18829 1.72044
H 3.43540 -6.05001 1.91687
H 3.20053 -4.32269 2.31905
H 2.80461 -4.85567 0.73645
H 1.06921 -4.43703 3.94191
C -3.33418 -3.23023 2.38899
C -3.37927 -2.54871 3.74490
C -2.25339 -3.09266 4.52235
O -3.24870 -1.14203 3.52564
H -3.33523 -4.29922 2.59233
H -2.46191 -2.94858 1.77852
H -4.24425 -2.97198 1.78095
H -4.33703 -2.72352 4.28478
H -2.20108 -4.15283 4.65006
H -2.25305 -2.59450 5.46072
H -1.35981 -2.95147 3.91973
H -3.24482 -0.71678 4.38107
C 2.69228 -3.80063 -3.36703
C 1.22496 -4.22837 -3.35049
C 0.94423 -5.28723 -2.22843
O 0.44959 -2.99468 -3.19013
H 3.31202 -4.68661 -3.51154
H 2.99476 -3.38595 -2.38606
H 2.84672 -3.04179 -4.09273
H 1.04810 -4.71538 -4.28063
H 0.03765 -5.81725 -2.31966
H 0.96869 -4.92989 -1.17632
H 1.68029 -6.08081 -2.27996
H -0.46861 -3.29899 -3.11253
C 6.11405 0.16916 -3.17145
C 7.47616 0.84991 -2.83796
C 8.06377 1.65330 -3.98411
O 7.48081 1.63856 -1.64547
H 6.23068 -0.51868 -3.96874
H 5.50788 1.05617 -3.47889
H 5.73246 -0.27266 -2.25715
H 8.16235 0.03315 -2.58657
H 7.61671 2.56642 -4.14517
H 7.91069 1.08296 -4.88486
H 9.14292 1.76119 -3.85734
H 6.69727 2.27224 -1.64609
```

Properties
- LUMO energy (Eh) = 0.0174
- energy relative to the best compared isomer or geometry (same formula, charge and spin) (eV) = 0.000
- orbital gap (eV) = 9.36
- spin multiplicity = 1
- total charge = 0
- molecular weight (g/mol) = 1622.5
- E (eV) = -144247.6255
- E_HOMO (eV) = -8.89

Entry 2:
Formula: C9H19NOS
Source: OMol25
Level of theory: ωB97M-V with the def2-TZVPD basis set

```
31
Properties=species:S:1:pos:R:3
C 1.40240 3.28413 -1.55204
C 1.71010 2.66186 -0.20350
C 2.57763 1.39728 -0.41189
N 2.73093 0.57084 0.88772
C 1.96190 -0.53283 1.14331
S 2.13539 -1.23605 2.64592
O 1.10717 -1.01299 0.21378
C -0.21940 -1.18977 0.70973
C -0.75805 0.19704 0.92642
C -1.20252 -1.83352 -0.26042
C -2.47659 -2.28680 0.34826
C -3.61161 -2.58617 -0.66686
H 2.30342 3.81745 -1.93942
H 0.63658 4.06371 -1.60721
H 1.14857 2.49778 -2.27915
H 0.71318 2.54025 0.26234
H 2.25452 3.32621 0.48904
H 3.61230 1.54337 -0.71772
H 2.14355 0.75177 -1.24511
H 3.70299 0.42002 1.22567
H -0.10703 -1.75482 1.62842
H -1.79894 0.16367 1.20845
H -0.56644 0.87692 0.07645
H -0.18483 0.54387 1.76372
H -0.75153 -2.69690 -0.67758
H -1.48256 -1.08715 -0.95699
H -2.18545 -3.04809 1.02440
H -2.87141 -1.55769 1.04388
H -4.44286 -1.88688 -0.67351
H -3.22836 -2.39967 -1.68159
H -4.25301 -3.54686 -0.72454
```

Properties
- SMILES = CCCNC(=S)O[C@@H](C)CCC
- LUMO energy (Eh) = 0.0286
- energy relative to the best compared isomer or geometry (same formula, charge and spin) (eV) = 1.388
- orbital gap (eV) = 9.00
- spin multiplicity = 1
- total charge = 0
- molecular weight (g/mol) = 189.3
- E (eV) = -24012.6122
- E_HOMO (eV) = -8.22

Entry 3:
Formula: C3H2N2OS
Source: OMol25
Level of theory: ωB97M-V with the def2-TZVPD basis set

```
9
Properties=species:S:1:pos:R:3
S 2.95940 -0.03916 -0.14083
C 1.30197 0.05020 0.19381
N 0.60667 1.20532 0.08638
C -0.66178 1.12748 -0.02654
O -1.38735 -0.00835 -0.23782
C -0.65170 -1.16827 -0.03547
N 0.53651 -1.17923 0.26687
H -1.28101 2.03888 0.25441
H -1.42269 -2.02687 -0.36080
```

Properties
- SMILES = S=c1ncocn1
- LUMO energy (Eh) = -0.0343
- energy relative to the best compared isomer or geometry (same formula, charge and spin) (eV) = 1.352
- orbital gap (eV) = 7.84
- spin multiplicity = 1
- total charge = 0
- molecular weight (g/mol) = 114.1
- E (eV) = -19004.2000
- E_HOMO (eV) = -8.77